# 1
Computed, not measured: a structure of composition C46H53As2F3N3OSb2Tc, with ωB97M-V/def2-TZVPD.

```
111
Properties=species:S:1:pos:R:3:forces:R:3
Tc -0.566 0.497 0.193 -0.296 -0.653 0.750
O -2.145 1.200 3.853 0.011 -0.100 -0.592
C -1.925 0.843 2.714 -0.846 0.113 0.812
N -0.683 0.656 2.185 0.310 0.048 -0.984
C 0.384 0.723 3.148 0.888 0.010 0.380
C 0.998 2.092 3.312 -0.169 -0.006 0.419
C 1.112 2.648 4.579 0.048 -0.066 -0.300
C 1.787 3.850 4.709 0.016 0.016 -0.049
C 2.314 4.444 3.573 -0.027 0.012 0.026
C 2.128 3.823 2.349 0.166 0.051 0.223
N 1.477 2.672 2.217 -0.058 -0.221 -0.227
C -3.004 0.430 1.768 -0.675 0.011 0.557
C -4.311 0.297 2.216 0.420 0.200 -0.123
C -5.258 -0.254 1.368 0.256 -0.009 -0.177
C -4.837 -0.689 0.117 0.068 0.194 0.112
C -3.519 -0.498 -0.260 -0.271 -0.246 -0.655
N -2.608 0.073 0.533 -0.346 0.027 0.355
H 1.177 0.041 2.818 -0.218 0.142 0.165
H 0.007 0.384 4.120 0.115 -0.042 -0.254
H 0.695 2.136 5.430 -0.070 -0.021 0.139
H 1.907 4.304 5.681 0.019 0.082 0.066
H 2.859 5.370 3.635 0.081 0.126 -0.015
H 2.541 4.245 1.444 0.011 0.153 -0.125
H -4.542 0.629 3.217 -0.014 -0.009 0.089
H -6.286 -0.352 1.678 -0.111 -0.067 0.022
H -5.530 -1.147 -0.568 -0.018 -0.103 -0.127
H -3.173 -0.824 -1.236 -0.084 0.035 0.072
C 3.416 0.655 1.097 -0.093 -0.213 0.288
As 1.928 0.870 -0.160 1.741 0.361 -0.569
C 2.790 -0.187 -1.586 -0.116 -0.055 -0.035
C 2.162 2.701 -0.804 -0.287 0.076 0.032
C 3.384 3.129 -1.320 0.060 -0.365 0.066
C 3.546 4.427 -1.782 -0.107 0.007 0.069
C 2.481 5.313 -1.734 0.020 -0.028 0.100
C 1.264 4.901 -1.212 -0.280 -0.025 0.114
C 1.100 3.601 -0.742 0.006 -0.145 0.040
As -0.609 3.066 0.017 0.128 1.125 -0.321
C -1.876 3.955 -1.183 -0.160 -0.142 -0.068
C -0.981 4.240 1.541 -0.121 -0.086 0.270
H 4.138 1.454 0.904 -0.198 -0.041 -0.124
H 3.895 -0.306 0.907 -0.087 0.039 -0.049
H 3.125 0.719 2.140 -0.090 0.011 -0.052
H 3.731 0.293 -1.871 -0.197 0.121 0.127
H 2.174 -0.301 -2.479 -0.006 0.031 0.108
H 3.035 -1.178 -1.195 -0.182 0.183 -0.014
H 4.229 2.449 -1.367 -0.048 0.046 0.003
H 4.502 4.753 -2.168 0.049 -0.039 -0.033
H 2.604 6.330 -2.074 -0.012 0.086 -0.083
H 0.439 5.604 -1.164 0.086 0.021 -0.021
H -1.787 5.038 -1.038 0.092 -0.253 0.057
H -2.895 3.669 -0.909 0.137 0.019 -0.024
H -1.703 3.728 -2.233 0.028 -0.057 0.080
H -0.288 5.084 1.480 -0.065 -0.161 -0.084
H -0.870 3.766 2.515 0.074 -0.078 -0.132
H -2.004 4.615 1.454 0.113 -0.119 -0.139
C -2.027 -2.152 -3.729 -0.018 -0.025 0.145
C -0.986 -1.103 -4.055 0.181 0.162 0.503
Sb -0.948 0.565 -2.630 -0.119 0.388 -1.396
C 0.432 1.933 -3.667 -0.021 -0.163 0.384
C 0.585 1.647 -5.149 -0.160 -0.185 -0.031
C -2.919 1.375 -3.203 0.254 -0.138 0.491
C -2.945 2.344 -4.372 0.145 0.010 -0.040
H -2.052 -2.900 -4.519 -0.035 -0.059 -0.030
H -3.026 -1.722 -3.660 -0.089 -0.061 0.040
H -1.789 -2.669 -2.799 -0.063 0.001 -0.025
H -1.208 -0.639 -5.012 0.095 0.247 -0.034
H 0.006 -1.549 -4.112 0.067 0.142 -0.028
H 1.403 1.849 -3.169 -0.230 0.071 0.043
H 0.060 2.948 -3.504 0.018 -0.121 0.145
H 0.982 0.649 -5.322 0.003 -0.046 -0.100
H 1.285 2.358 -5.588 0.016 0.041 0.015
H -0.360 1.748 -5.678 -0.016 -0.039 -0.103
H -3.346 1.835 -2.310 0.028 -0.098 0.011
H -3.528 0.506 -3.449 0.026 -0.124 0.141
H -2.219 3.151 -4.285 0.045 0.034 -0.030
H -3.932 2.802 -4.427 -0.043 0.012 -0.027
H -2.778 1.828 -5.313 0.086 0.007 -0.117
F -2.602 -7.872 0.331 -0.057 -0.128 0.023
C -2.169 -6.631 0.468 0.158 0.438 0.050
C -2.418 -5.717 -0.549 -0.007 -0.311 0.160
C -1.945 -4.427 -0.412 -0.068 0.168 -0.053
C -1.221 -4.059 0.714 -0.211 0.603 -0.055
C -0.993 -4.983 1.728 0.132 0.214 0.127
C -1.474 -6.272 1.617 -0.216 -0.323 -0.338
Sb -0.045 -2.253 0.737 0.784 -1.365 0.212
C 1.494 -3.236 -0.402 -0.375 0.639 0.239
C 1.364 -3.154 -1.783 -0.115 0.120 0.183
C 2.176 -3.895 -2.615 0.186 -0.220 -0.044
C 3.128 -4.727 -2.041 -0.191 0.263 0.253
F 3.912 -5.441 -2.833 0.066 -0.059 -0.020
C 3.277 -4.818 -0.664 0.100 -0.127 -0.261
C 2.447 -4.076 0.156 -0.088 0.109 0.098
C 0.546 -2.365 2.789 -0.111 0.252 -0.498
C -0.471 -2.421 3.740 0.005 0.037 -0.220
C -0.171 -2.411 5.088 0.187 -0.002 0.245
C 1.161 -2.332 5.475 -0.061 0.103 -0.334
F 1.455 -2.286 6.766 0.014 -0.068 0.003
C 2.189 -2.270 4.544 -0.047 -0.014 0.277
C 1.873 -2.275 3.197 -0.097 -0.134 -0.212
H -2.957 -6.041 -1.426 -0.071 0.019 -0.048
H -2.148 -3.716 -1.200 0.021 0.006 -0.036
H -0.430 -4.716 2.608 0.049 -0.035 0.053
H -1.302 -7.009 2.387 0.008 -0.029 0.062
H 0.616 -2.493 -2.206 -0.044 -0.004 -0.142
H 2.089 -3.854 -3.688 -0.013 -0.004 -0.198
H 4.027 -5.475 -0.255 0.095 -0.103 0.041
H 2.542 -4.172 1.228 0.033 -0.062 0.097
H -1.509 -2.486 3.431 -0.038 -0.040 0.050
H -0.940 -2.469 5.843 -0.084 0.006 0.080
H 3.212 -2.227 4.885 0.115 0.029 0.051
H 2.667 -2.207 2.463 0.076 -0.029 0.033
```
Forces are in eV/Å.

Computed properties:
HOMO energy (alpha / beta) (eV): -15.67 / -15.67
Spin multiplicity: 4
Lowest unoccupied orbital energy (alpha / beta) (Eh): -0.3266 / -0.3849
Charge: +3
Max |F| (Eh/bohr): 0.0363



# 2
Computed, not measured: a structure of composition C46H53CdClIN7O5PS2, with ωB97M-V/def2-TZVPD.

```
117
Properties=species:S:1:pos:R:3:forces:R:3
Cd 1.267 -0.631 -0.036 -0.227 -0.088 0.556
C -4.263 0.236 2.375 -0.005 0.024 -0.026
C -3.012 -0.031 2.919 0.026 -0.017 -0.011
C -1.990 -0.543 2.137 0.076 0.007 0.082
C -2.190 -0.825 0.781 0.033 -0.016 0.030
C -3.449 -0.516 0.234 0.007 -0.028 0.006
C -4.468 -0.002 1.022 0.007 0.019 0.033
N -1.128 -1.254 -0.012 0.301 -0.136 -0.157
C -1.334 -2.147 -0.989 -0.102 -0.039 -0.093
C -2.419 -3.087 -1.013 0.095 0.100 0.076
C -2.571 -3.982 -2.029 0.033 -0.035 -0.088
C -1.678 -4.033 -3.127 -0.062 -0.029 0.027
C -0.629 -3.165 -3.154 0.046 0.079 0.038
C -0.439 -2.232 -2.112 -0.163 -0.032 0.048
N 0.606 -1.355 -2.095 0.338 0.002 -0.439
N 1.309 -1.173 -3.120 -0.211 -0.078 0.024
C 2.395 -0.289 -2.919 0.175 0.055 -0.009
C 3.026 0.190 -4.065 -0.035 -0.034 0.011
C 4.097 1.049 -3.921 0.025 0.010 0.013
C 4.522 1.397 -2.645 0.001 -0.016 -0.020
C 3.843 0.866 -1.562 0.021 -0.009 0.047
N 2.806 0.047 -1.698 -0.120 0.047 -0.227
H -5.058 0.637 2.990 -0.004 -0.003 0.006
H -2.822 0.166 3.967 0.002 -0.003 0.006
H -1.019 -0.738 2.574 -0.059 0.015 -0.033
H -3.621 -0.693 -0.821 -0.005 -0.001 -0.017
H -5.430 0.215 0.571 -0.003 0.002 -0.005
H -3.102 -3.097 -0.175 -0.023 -0.008 0.007
H -3.388 -4.693 -1.983 -0.005 0.005 0.013
H -1.811 -4.772 -3.905 -0.002 0.003 -0.006
H 0.107 -3.186 -3.947 -0.004 0.003 -0.014
H 2.655 -0.120 -5.031 0.007 -0.013 -0.001
H 4.602 1.440 -4.794 -0.002 0.005 0.002
H 5.364 2.057 -2.489 0.002 0.002 0.007
H 4.137 1.092 -0.543 -0.001 0.012 0.005
I 0.510 -4.916 6.331 0.008 0.010 -0.008
C 0.931 -3.190 5.224 -0.011 0.010 -0.023
C 0.744 -3.202 3.855 -0.012 -0.006 0.042
C 1.034 -2.056 3.126 -0.056 -0.055 -0.124
C 1.478 -0.902 3.749 -0.058 -0.030 0.104
C 1.675 -0.923 5.130 -0.055 -0.021 -0.001
C 1.411 -2.060 5.873 0.019 -0.018 -0.024
C 1.721 0.406 3.026 0.224 0.335 0.395
O 2.036 1.385 3.700 -0.022 -0.181 -0.131
O 1.564 0.451 1.755 -0.046 0.021 -0.323
H 0.403 -4.094 3.349 0.016 0.009 0.008
H 0.906 -2.099 2.049 0.023 -0.011 0.156
H 2.032 -0.021 5.606 0.008 0.024 -0.007
H 1.576 -2.067 6.942 -0.016 -0.006 0.005
C 1.413 -5.726 -1.543 0.008 0.000 -0.012
C 1.926 -6.135 -0.171 -0.082 -0.033 0.032
C 0.976 -5.712 0.938 -0.008 0.014 0.000
O 3.280 -5.688 0.022 0.048 0.065 -0.059
P 3.768 -4.296 0.692 0.002 -0.057 0.192
S 3.703 -4.299 2.628 0.018 0.037 -0.021
S 2.868 -2.813 -0.333 -0.079 0.173 -0.123
O 5.313 -4.340 0.257 -0.046 0.021 0.024
C 5.927 -4.777 -0.962 0.045 -0.024 -0.064
C 5.221 -4.312 -2.223 -0.018 0.012 -0.004
C 6.133 -6.283 -0.932 -0.010 -0.013 -0.006
H 0.529 -6.317 -1.792 -0.026 0.021 0.002
H 2.176 -5.902 -2.304 -0.016 -0.051 -0.009
H 1.149 -4.670 -1.560 0.016 -0.016 0.000
H 2.022 -7.224 -0.151 0.028 0.004 0.043
H 0.760 -4.644 0.867 0.003 -0.008 0.010
H 1.406 -5.909 1.919 -0.016 -0.055 -0.011
H 0.040 -6.265 0.833 -0.020 0.013 -0.026
H 6.908 -4.296 -0.922 0.003 0.013 -0.008
H 4.254 -4.803 -2.335 0.007 0.015 -0.005
H 5.845 -4.560 -3.085 0.002 -0.020 -0.008
H 5.050 -3.237 -2.202 0.015 -0.008 -0.010
H 5.176 -6.800 -0.998 0.013 0.002 -0.006
H 6.621 -6.576 -0.003 0.006 -0.002 0.004
H 6.762 -6.585 -1.773 0.005 -0.006 -0.003
C -5.487 4.583 -1.566 0.065 0.045 0.015
C -4.224 5.415 -1.313 0.067 -0.110 0.063
C -4.588 6.586 -0.387 0.059 -0.067 -0.010
C -3.759 6.015 -2.654 0.046 -0.044 0.069
C -3.065 4.555 -0.663 -0.457 0.555 -0.258
O -1.985 5.466 -0.556 -0.163 0.050 -0.136
C -3.458 4.020 0.708 0.003 0.070 0.180
C -2.388 3.206 1.434 -0.138 -0.263 0.276
C -1.099 3.927 1.747 0.171 -0.096 0.102
C 0.121 3.291 1.545 -0.078 -0.092 0.119
C 1.325 3.915 1.850 -0.040 0.047 0.009
C 1.296 5.199 2.361 0.022 -0.095 -0.058
Cl 2.791 6.015 2.738 0.019 0.007 0.001
C 0.095 5.853 2.594 -0.038 -0.027 -0.009
C -1.093 5.211 2.291 0.033 0.042 0.069
C -2.719 3.386 -1.597 0.041 0.040 -0.205
N -1.359 2.916 -1.450 0.134 -0.235 -0.160
C -0.962 1.728 -0.992 0.013 -0.094 -0.329
N 0.348 1.629 -1.056 0.043 -0.121 -0.162
C 0.717 2.821 -1.587 -0.013 -0.013 -0.081
N -0.284 3.632 -1.859 0.137 -0.137 0.031
H -6.232 5.210 -2.061 -0.009 -0.002 -0.007
H -5.932 4.215 -0.643 -0.002 -0.018 0.045
H -5.297 3.730 -2.220 0.017 -0.028 -0.027
H -5.250 7.273 -0.917 -0.016 -0.006 0.002
H -3.696 7.133 -0.084 0.003 0.008 -0.008
H -5.115 6.255 0.506 -0.002 -0.035 0.060
H -4.405 6.854 -2.918 -0.021 -0.011 -0.014
H -3.824 5.301 -3.477 0.028 -0.069 -0.015
H -2.735 6.376 -2.588 -0.005 0.022 0.011
H -1.179 4.999 -0.305 0.016 0.062 -0.008
H -4.350 3.395 0.622 -0.011 -0.038 -0.060
H -3.738 4.871 1.326 0.011 0.052 0.102
H -2.162 2.276 0.899 -0.174 0.264 0.313
H -2.840 2.877 2.376 0.071 -0.017 -0.012
H 0.157 2.271 1.170 0.047 0.274 0.292
H 2.256 3.378 1.717 -0.053 0.044 0.073
H 0.096 6.853 3.008 0.007 -0.005 -0.001
H -2.027 5.731 2.469 0.002 0.007 -0.010
H -2.860 3.672 -2.634 0.079 0.002 -0.126
H -3.361 2.529 -1.389 -0.020 0.027 0.018
H -1.634 0.968 -0.631 0.014 0.011 -0.048
H 1.742 3.093 -1.780 0.009 0.014 0.000
```
Forces are in eV/Å.

Computed properties:
HOMO energy (eV): -5.02
Lowest unoccupied orbital energy (Eh): 0.0362
Charge: -1
Max |F| (Eh/bohr): 0.0149



> Among the records above, which one has the lowest charge?

C46H53CdClIN7O5PS2